1.
A cluster of 2 separate species, C5H11N2S in total at a distorted geometry. Source: the OMol25 dataset; level of theory: ωB97M-V with the def2-TZVPD basis set.

```
19
C5H11N2S, DFT ωB97M-V with the def2-TZVPD basis set
C -0.31 -1.91 0.05
C -0.37 -0.95 2.24
C -0.70 0.44 2.75
C 2.04 -2.65 0.21
C 0.89 2.97 -2.13
N 0.87 -2.33 0.15
N -0.96 -1.31 1.03
S 0.99 0.22 2.16
H -0.78 -2.05 -0.86
H -0.35 -1.80 2.91
H -1.10 0.66 3.72
H -1.26 1.04 2.00
H 2.81 -2.07 -0.15
H 1.28 2.83 -3.12
H 2.36 -3.59 0.69
H 0.83 1.88 -1.74
H -0.10 3.45 -2.19
H 1.66 3.55 -1.63
H -1.95 -1.14 0.77
```

Calculated values
LUMO, eV: -4.351
Largest force on an atom, eV/A: 3.07
ΔE to the lowest compared entry with this formula, charge and spin, eV: 3.141
Charge: +1
E_HOMO, eV: -13.14
Kohn-Sham gap, eV: 8.793
DFT total energy, eV: -19169.7448

natural (NBO) atomic charge list, values in e, 6 entries: C 0.37; C -0.21; C -0.48; C 0.14; C -0.85; N -0.34

2.
A structure of composition C24H21NP2TcTe4 at a distorted geometry. Source: the OMol25 dataset; level of theory: ωB97M-V with the def2-TZVPD basis set.

```
53
C24H21NP2TcTe4, DFT ωB97M-V with the def2-TZVPD basis set
Tc 0.95 1.73 -0.26
Te 2.89 3.55 -0.57
Te 1.74 5.89 -0.93
Te -0.88 5.55 -0.89
Te -1.29 2.97 -0.33
N -0.90 -0.65 -0.04
P -0.19 0.29 1.18
C 0.91 -0.69 2.20
C 0.50 -1.92 2.71
C 1.33 -2.62 3.57
C 2.56 -2.08 3.95
C 2.96 -0.84 3.46
C 2.13 -0.15 2.58
C -1.53 0.80 2.26
C -2.86 0.58 1.91
C -3.88 1.08 2.72
C -3.56 1.82 3.85
C -2.23 2.05 4.19
C -1.22 1.54 3.40
P -0.12 0.04 -1.36
C -1.21 0.02 -2.77
C -1.40 1.15 -3.56
C -2.19 1.07 -4.70
C -2.78 -0.13 -5.05
C -2.58 -1.27 -4.27
C -1.79 -1.20 -3.14
C 1.40 -0.82 -1.75
C 1.90 -1.84 -0.93
C 3.15 -2.38 -1.17
C 3.93 -1.88 -2.21
C 3.45 -0.85 -3.02
C 2.19 -0.32 -2.79
H -1.23 -1.61 0.04
H -0.46 -2.35 2.44
H 1.02 -3.58 3.96
H 3.20 -2.62 4.63
H 3.91 -0.42 3.76
H 2.45 0.82 2.21
H -3.11 0.01 1.03
H -4.91 0.90 2.46
H -4.36 2.21 4.47
H -2.00 2.62 5.08
H -0.18 1.71 3.68
H -0.93 2.09 -3.29
H -2.34 1.95 -5.31
H -3.39 -0.19 -5.94
H -3.04 -2.21 -4.55
H -1.62 -2.10 -2.55
H 1.30 -2.23 -0.11
H 3.53 -3.18 -0.56
H 4.91 -2.29 -2.40
H 4.06 -0.48 -3.83
H 1.81 0.46 -3.44
```

Calculated values
LUMO (spin up / spin down), eV: -8.222 / -8.462
Largest force on an atom, eV/A: 1.39
Charge: +2
E_HOMO (spin up / spin down), eV: -13.92 / -14.10
Kohn-Sham gap (spin up / spin down), eV: 5.699 / 5.638
Spin multiplicity: 2
DFT total energy, eV: -76654.7914

natural (NBO) atomic charge list, values in e, 6 entries: Tc -0.26; Te -0.04; Te 0.39; Te 0.20; Te 0.40; N -1.27

3.
An isolated molecule of C4H9N5 at a distorted geometry. Source: the OMol25 dataset; level of theory: ωB97M-V with the def2-TZVPD basis set.

```
18
C4H9N5, DFT ωB97M-V with the def2-TZVPD basis set
C -1.07 -0.06 -0.05
C 0.93 -0.09 1.42
C 0.90 1.25 -0.59
C 0.87 -1.14 -0.82
N -2.97 -1.28 -0.22
N -1.79 0.95 0.19
N -3.55 -0.27 -0.07
N -3.10 0.94 0.14
N 0.47 0.04 0.06
H 1.76 0.60 1.56
H 0.31 0.12 2.30
H 1.31 -1.07 1.60
H 1.93 1.28 -0.48
H 0.68 1.15 -1.61
H 0.34 2.12 -0.10
H 2.00 -1.32 -0.97
H 0.52 -2.21 -0.46
H 0.47 -1.00 -1.90
```

Calculated values
LUMO, eV: 0.353
Largest force on an atom, eV/A: 3.87
ΔE to the lowest compared entry with this formula, charge and spin, eV: 7.227
Charge: 0
E_HOMO, eV: -7.82
Kohn-Sham gap, eV: 8.175
DFT total energy, eV: -11737.4051

natural (NBO) atomic charge list, values in e, 6 entries: C 0.05; C -0.42; C -0.40; C -0.44; N -0.05; N -0.33

4.
A cluster of 3 separate species, C4H13N3 in total at a distorted geometry. Source: the OMol25 dataset; level of theory: ωB97M-V with the def2-TZVPD basis set.

```
20
C4H13N3, DFT ωB97M-V with the def2-TZVPD basis set
C -1.07 -0.42 0.31
C -0.87 -1.54 -0.69
C -1.74 0.77 -0.14
N -1.65 1.21 -1.38
H -2.01 2.15 -1.47
H -2.11 1.43 0.65
H 0.37 -0.30 0.85
H -1.46 -0.76 1.26
H -1.83 -1.92 -1.06
H -0.34 -2.37 -0.22
H -0.30 -1.21 -1.56
C 1.45 -0.55 1.56
N 1.90 0.33 -0.73
N 1.04 1.24 -0.93
H 2.69 0.70 -0.18
H 0.02 1.11 -1.47
H 0.96 2.06 -0.33
H 1.76 0.36 2.08
H 2.31 -1.11 1.21
H 0.90 -1.19 2.25
```

Calculated values
LUMO (spin up / spin down), eV: -1.012 / 0.248
Largest force on an atom, eV/A: 2.49
ΔE to the lowest compared entry with this formula, charge and spin, eV: 6.055
Charge: 0
E_HOMO (spin up / spin down), eV: -6.75 / -7.26
Kohn-Sham gap (spin up / spin down), eV: 5.736 / 7.504
DFT total energy, eV: -8823.3581

natural (NBO) atomic charge list, values in e, 6 entries: C -0.42; C -0.63; C 0.11; N -0.81; H 0.34; H 0.16

5.
A structure of composition C55H67IrN5O2SbSeSi3Te. Source: the OMol25 dataset; level of theory: ωB97M-V with the def2-TZVPD basis set.

```
136
C55H67IrN5O2SbSeSi3Te, DFT ωB97M-V with the def2-TZVPD basis set
Ir -0.12 -1.22 -0.11
C 2.78 -6.62 3.65
C 2.39 -5.34 2.96
C 2.71 -4.09 3.52
C 2.38 -2.92 2.88
C 2.77 -1.58 3.42
O 3.80 -1.04 3.06
C 1.85 -0.91 4.38
C 0.49 -1.20 4.38
C -0.36 -0.52 5.24
C 0.15 0.42 6.12
C 1.51 0.70 6.14
C 2.36 0.04 5.27
C 1.66 -2.94 1.67
O 1.38 -1.75 1.16
C 1.29 -4.18 1.10
C 1.70 -5.35 1.77
C 0.68 -4.27 -0.23
N 0.53 -3.22 -0.96
C 0.12 -3.33 -2.36
C 0.44 -2.02 -3.05
Te -0.02 -2.07 -5.15
C -0.54 -0.03 -5.19
C 0.06 0.89 -4.33
C -0.33 2.22 -4.35
C -1.30 2.65 -5.24
C -1.87 1.75 -6.12
C -1.50 0.41 -6.09
C 0.26 -5.64 -0.67
C -0.75 -6.25 0.07
C -1.24 -7.50 -0.28
C -0.69 -8.18 -1.37
C 0.34 -7.59 -2.09
C 0.81 -6.34 -1.74
H 3.55 -6.44 4.40
H 3.17 -7.34 2.93
H 1.92 -7.07 4.14
H 3.26 -4.05 4.45
H 0.10 -1.94 3.70
H -1.42 -0.74 5.24
H -0.51 0.93 6.80
H 1.91 1.42 6.84
H 3.43 0.23 5.27
H 1.48 -6.31 1.32
H -0.94 -3.59 -2.45
H 0.69 -4.12 -2.86
H 1.50 -1.79 -2.93
H -0.14 -1.19 -2.66
H 0.85 0.58 -3.65
H 0.15 2.93 -3.69
H -1.59 3.69 -5.28
H -2.62 2.08 -6.83
H -1.97 -0.29 -6.76
H -1.15 -5.75 0.94
H -2.02 -7.96 0.30
H -1.06 -9.16 -1.64
H 0.79 -8.12 -2.91
H 1.66 -5.94 -2.29
N -1.61 0.15 -1.32
C -2.60 -0.66 -1.97
C -3.19 -0.37 -3.16
C -4.14 -1.26 -3.71
C -4.50 -2.40 -3.04
C -3.90 -2.72 -1.80
C -4.22 -3.87 -1.04
C -3.58 -4.09 0.15
C -2.58 -3.19 0.56
N -2.25 -2.12 -0.12
C -2.92 -1.86 -1.28
H -2.03 0.58 -0.49
H -1.27 0.91 -1.91
H -2.94 0.54 -3.69
H -4.60 -1.02 -4.66
H -5.25 -3.07 -3.45
H -4.97 -4.56 -1.40
H -3.81 -4.95 0.76
H -2.03 -3.36 1.48
C -2.96 6.81 -0.82
Si -2.32 5.38 -1.84
C -3.72 4.45 -2.64
C -0.99 5.86 -3.06
Sb -1.16 3.80 -0.12
Si 0.81 5.13 0.92
C 0.77 4.71 2.74
C 2.33 4.59 -0.02
C 0.51 6.95 0.63
Si -2.97 2.67 1.36
C -3.82 4.09 2.23
C -4.11 1.78 0.16
C -2.20 1.46 2.55
H -3.35 7.57 -1.50
H -2.19 7.27 -0.22
H -3.77 6.50 -0.17
H -4.21 5.09 -3.38
H -4.48 4.16 -1.92
H -3.37 3.55 -3.16
H -1.18 6.86 -3.45
H -0.99 5.17 -3.91
H 0.00 5.86 -2.62
H 0.71 3.64 2.90
H -0.09 5.19 3.21
H 1.66 5.09 3.24
H 2.31 3.54 -0.28
H 3.23 4.78 0.57
H 2.42 5.18 -0.93
H -0.25 7.36 1.29
H 0.23 7.17 -0.40
H 1.44 7.48 0.83
H -4.32 4.75 1.52
H -3.12 4.68 2.82
H -4.58 3.69 2.90
H -3.96 2.06 -0.89
H -5.15 2.01 0.40
H -4.00 0.70 0.24
H -1.46 1.92 3.21
H -1.72 0.63 2.04
H -3.00 1.05 3.17
C 3.65 2.22 2.47
N 3.72 1.40 1.28
C 2.70 0.86 0.61
Se 0.88 1.19 0.92
N 3.19 0.05 -0.34
C 4.58 0.01 -0.25
C 5.54 -0.69 -0.96
C 6.86 -0.47 -0.60
C 7.20 0.42 0.44
C 6.23 1.11 1.14
C 4.92 0.89 0.77
H 2.62 2.24 2.81
H 3.99 3.23 2.25
H 4.27 1.77 3.24
H 2.60 -0.60 -0.84
H 5.28 -1.37 -1.75
H 7.64 -0.99 -1.12
H 8.24 0.55 0.69
H 6.50 1.79 1.94
```

Calculated values
LUMO (spin up / spin down), eV: -4.702 / -6.741
Largest force on an atom, eV/A: 0.60
Charge: +2
E_HOMO (spin up / spin down), eV: -11.30 / -11.85
Kohn-Sham gap (spin up / spin down), eV: 6.596 / 5.110
Spin multiplicity: 5
DFT total energy, eV: -175306.4772

Mulliken atomic charge list, values in e, 6 entries: Ir 1.71; C -1.64; C -0.17; C -0.33; C 0.61; C -0.31

6.
A cluster of 11 separate species, C74H83F10N3O5P2S2 in total at a distorted geometry. Source: the OMol25 dataset; level of theory: ωB97M-V with the def2-TZVPD basis set.

```
179
C74H83F10N3O5P2S2, DFT ωB97M-V with the def2-TZVPD basis set
C 0.52 -2.86 2.36
N 2.02 -2.92 2.51
C 2.49 -2.45 3.87
C 3.03 -0.87 3.70
O 2.69 -0.48 2.33
C 3.20 0.84 1.97
C 3.11 1.09 0.31
C 4.18 2.27 -0.07
C 4.49 2.41 -1.68
S 2.99 2.88 -2.71
O 3.40 3.64 -4.02
O 2.18 3.92 -1.84
O 2.08 1.51 -3.16
C 2.57 2.10 2.81
P 3.91 2.64 4.07
S 3.77 1.81 5.82
N 1.19 1.90 3.37
C 0.73 2.98 4.30
C 0.99 4.52 3.83
O 1.70 5.31 4.68
N 0.50 5.20 2.57
C 1.63 5.64 1.66
C -0.13 6.52 3.06
P -0.02 1.40 2.18
C -1.65 0.79 2.96
C -0.27 2.63 0.76
H 0.07 -3.88 1.94
H 0.30 -2.04 1.52
H -0.07 -2.51 3.31
H 2.39 -3.86 2.27
H 1.62 -2.53 4.68
H 3.35 -3.16 4.24
H 4.16 -0.75 3.99
H 2.31 -0.25 4.42
H 4.37 0.82 2.19
H 2.01 1.26 -0.07
H 3.49 0.09 -0.17
H 5.18 2.05 0.51
H 3.83 3.35 0.30
H 5.26 3.31 -1.79
H 5.01 1.47 -2.14
H 1.59 1.21 -2.33
H 2.49 3.01 2.03
H 3.97 4.10 4.24
H 5.24 2.28 3.55
H -0.46 2.86 4.40
H 1.12 2.88 5.42
H 2.66 5.81 2.22
H 1.87 4.87 0.79
H 1.29 6.64 1.10
H -0.58 6.44 4.13
H -0.96 6.91 2.34
H 0.75 7.30 3.11
H -2.62 1.02 2.32
H -1.75 1.13 4.09
H -1.59 -0.40 3.00
H -0.97 3.50 1.16
H -0.87 2.09 -0.10
H 0.71 3.08 0.31
F 2.57 -5.11 5.85
C 1.83 -4.99 6.95
C 0.74 -5.83 7.15
C -0.03 -5.70 8.30
C 0.29 -4.72 9.25
C 1.39 -3.88 9.04
C 2.16 -4.02 7.89
H 0.50 -6.57 6.40
H -0.88 -6.35 8.47
H -0.31 -4.62 10.15
H 1.63 -3.12 9.78
H 3.02 -3.38 7.72
F -4.69 0.73 -2.74
C -3.47 1.03 -3.19
C -2.70 1.98 -2.53
C -1.43 2.28 -2.99
C -0.93 1.64 -4.13
C -1.71 0.70 -4.80
C -2.98 0.38 -4.33
H -3.11 2.47 -1.65
H -0.82 3.02 -2.47
H 0.06 1.89 -4.50
H -1.32 0.20 -5.69
H -3.60 -0.36 -4.83
F -0.34 5.71 -6.26
C 0.82 6.26 -6.63
C 0.82 7.43 -7.39
C 2.03 8.00 -7.78
C 3.24 7.38 -7.41
C 3.23 6.21 -6.66
C 2.02 5.65 -6.26
H -0.12 7.88 -7.67
H 2.04 8.91 -8.36
H 4.18 7.83 -7.72
H 4.17 5.74 -6.38
H 1.99 4.74 -5.67
F 0.20 -6.24 3.97
C -0.10 -7.33 3.26
C -1.28 -7.38 2.54
C -1.59 -8.52 1.79
C -0.70 -9.60 1.78
C 0.48 -9.55 2.51
C 0.79 -8.40 3.25
H -1.96 -6.53 2.56
H -2.51 -8.56 1.22
H -0.94 -10.49 1.20
H 1.17 -10.39 2.51
H 1.71 -8.34 3.82
F -2.90 -4.71 1.43
C -3.59 -4.20 2.46
C -2.92 -3.86 3.63
C -3.65 -3.33 4.70
C -5.03 -3.15 4.59
C -5.69 -3.50 3.41
C -4.96 -4.02 2.34
H -1.85 -4.02 3.71
H -3.13 -3.06 5.62
H -5.59 -2.74 5.43
H -6.76 -3.36 3.33
H -5.46 -4.29 1.41
F -5.68 9.83 -7.44
C -4.68 9.30 -8.15
C -4.19 8.05 -7.81
C -3.15 7.50 -8.56
C -2.60 8.21 -9.63
C -3.10 9.47 -9.96
C -4.15 10.02 -9.22
H -4.62 7.51 -6.97
H -2.76 6.51 -8.30
H -1.79 7.78 -10.21
H -2.67 10.03 -10.79
H -4.55 10.99 -9.47
F 4.45 -4.89 1.92
C 5.64 -4.82 2.54
C 6.19 -3.58 2.82
C 7.42 -3.50 3.47
C 8.09 -4.68 3.83
C 7.53 -5.92 3.54
C 6.29 -6.00 2.90
H 5.66 -2.68 2.53
H 7.86 -2.54 3.70
H 9.05 -4.62 4.34
H 8.05 -6.83 3.82
H 5.84 -6.96 2.68
F -11.53 7.12 -7.94
C -10.31 7.41 -8.39
C -9.54 8.36 -7.72
C -8.26 8.67 -8.19
C -7.77 8.03 -9.33
C -8.55 7.08 -10.00
C -9.82 6.77 -9.52
H -9.94 8.86 -6.84
H -7.65 9.41 -7.67
H -6.77 8.27 -9.70
H -8.16 6.59 -10.89
H -10.43 6.03 -10.02
F -4.83 -8.89 1.27
C -5.58 -8.76 2.38
C -6.67 -9.60 2.57
C -7.44 -9.47 3.73
C -7.11 -8.49 4.67
C -6.02 -7.65 4.47
C -5.24 -7.79 3.32
H -6.91 -10.34 1.82
H -8.29 -10.13 3.89
H -7.72 -8.39 5.57
H -5.77 -6.89 5.20
H -4.38 -7.15 3.15
F 8.03 -2.16 0.41
C 7.61 -2.81 -0.68
C 8.23 -3.99 -1.06
C 7.78 -4.67 -2.20
C 6.72 -4.15 -2.94
C 6.10 -2.96 -2.55
C 6.54 -2.29 -1.41
H 9.06 -4.37 -0.48
H 8.26 -5.59 -2.50
H 6.37 -4.68 -3.82
H 5.27 -2.56 -3.13
H 6.06 -1.37 -1.09
```

Calculated values
LUMO, eV: -0.071
Largest force on an atom, eV/A: 7.95
Charge: 0
E_HOMO, eV: -7.38
Kohn-Sham gap, eV: 7.309
DFT total energy, eV: -160203.3303
SMILES: CNCCO[C@@H](CCCS(=O)(=O)O)[C@H]([PH2]=S)N(CC(=O)N(C)C)P(C)C.Fc1ccccc1.Fc1ccccc1.Fc1ccccc1.Fc1ccccc1.Fc1ccccc1.Fc1ccccc1.Fc1ccccc1.Fc1ccccc1.Fc1ccccc1.Fc1ccccc1

Mulliken atomic charge list, values in e, 6 entries: C -0.66; N -0.07; C -0.43; C 0.00; O 0.12; C -1.21

7.
A structure of composition C20H41N2OP3Pd at a distorted geometry. Source: the OMol25 dataset; level of theory: ωB97M-V with the def2-TZVPD basis set.

```
68
C20H41N2OP3Pd, DFT ωB97M-V with the def2-TZVPD basis set
Pd -0.84 0.64 0.02
P -1.66 -0.15 2.07
P 2.65 -3.22 -0.38
P -2.17 2.53 -0.20
H -0.73 -3.30 -2.48
C -0.42 -2.42 -3.03
C 0.87 -2.15 -3.28
H 1.71 -2.81 -3.01
C -3.13 -1.23 2.08
C -0.43 -1.12 2.99
C -2.14 1.02 3.40
C 3.46 -4.83 -0.36
C 3.20 -2.19 0.98
C 0.87 -3.47 -0.25
C -1.50 3.82 -1.30
C -2.57 3.57 1.26
C -3.83 2.19 -0.88
H -1.22 -1.83 -3.48
H 1.17 -1.35 -3.95
H -3.55 -1.26 3.10
H -2.87 -2.24 1.75
H -3.90 -0.83 1.40
H -0.93 -1.53 3.89
H 0.40 -0.48 3.30
H -0.03 -1.93 2.37
H -2.97 0.59 3.97
H -2.47 1.98 3.01
H -1.28 1.20 4.06
H 3.65 -5.12 0.69
H 4.41 -4.76 -0.91
H 2.81 -5.58 -0.84
H 3.75 -2.80 1.71
H 2.31 -1.73 1.43
H 3.87 -1.42 0.56
H 0.66 -4.35 0.38
H 0.49 -3.67 -1.26
H 0.36 -2.58 0.16
H -1.69 4.83 -0.92
H -1.97 3.70 -2.28
H -0.42 3.67 -1.39
H -2.80 4.60 0.96
H -1.71 3.62 1.95
H -3.45 3.18 1.78
H -4.29 3.10 -1.27
H -4.48 1.79 -0.09
H -3.79 1.46 -1.70
C 1.59 0.28 -2.03
C 0.27 -0.17 -1.53
C -0.91 0.28 -2.25
C -0.78 1.19 -3.30
C 0.43 1.87 -3.46
C 1.56 1.52 -2.73
O 2.64 -0.44 -1.98
H 2.95 -2.35 -1.44
H 0.25 -1.19 -1.17
H -1.84 -0.25 -2.01
H -1.64 1.40 -3.94
H 0.52 2.71 -4.15
H 2.49 2.08 -2.85
N 0.97 2.09 2.11
C 2.17 2.31 2.70
C 3.11 1.68 1.90
C 2.39 1.08 0.87
N 1.07 1.31 1.02
H 0.08 2.44 2.46
H 2.28 2.86 3.62
H 4.18 1.65 2.01
H 2.81 0.50 0.07
```

Calculated values
LUMO (spin up / spin down), eV: -12.176 / -16.719
Largest force on an atom, eV/A: 3.17
ΔE to the lowest compared entry with this formula, charge and spin, eV: 2.212
Charge: +4
E_HOMO (spin up / spin down), eV: -20.05 / -20.91
Kohn-Sham gap (spin up / spin down), eV: 7.870 / 4.195
Spin multiplicity: 5
DFT total energy, eV: -57732.3474

natural (NBO) atomic charge list, values in e, 6 entries: Pd 0.63; P 1.01; P 1.28; P 1.04; H 0.23; C -0.16